DFT (wB97M-V/def2-TZVPD) results for a molecular structure, C22H23N6O10OsSSi at a distorted geometry.

Strongest force on any atom   2.67 eV/A
Net charge   +1
HOMO level (alpha / beta)   -0.4388 / -0.4349 Ha
Frontier orbital gap (alpha / beta)   7.25 / 7.21 eV

Positions of all 64 atoms, in Å:
H -3.7525 -1.1460 1.7217
H -0.1190 -1.0530 -4.4108
C -3.8126 -0.0944 1.9625
H -3.0972 -2.4342 -0.7908
O 3.6912 -0.1291 -0.5353
H 2.5182 -4.2321 -0.9498
C 5.2160 1.4798 3.2272
C 3.3976 -3.7374 -1.3493
H -3.4827 0.4688 -2.2326
C 3.7569 -1.8869 -2.9613
S 1.0545 1.2522 1.6709
O 0.4762 2.5560 1.5649
N 1.8477 1.1374 -3.4794
C 3.4344 -0.6903 -3.4967
H 1.0683 1.5926 -3.0275
O -6.6540 -0.1521 4.0599
O 0.2110 0.1848 2.1619
C 4.2164 1.9276 4.0901
C -2.6427 -2.6255 -1.7591
H 2.4392 1.6885 -4.0774
N -4.0643 4.0081 3.0038
C -2.9062 0.8254 1.4486
C 3.5712 0.9065 1.6154
O -5.7264 -1.7297 2.9174
H -5.6996 2.0463 3.8120
H 4.0775 -3.4933 -0.5350
H 3.8889 -4.3824 -2.0722
H -2.1016 1.1500 -3.0830
C -2.9684 2.1740 1.7856
H 4.6634 -2.4112 -3.2285
O -4.8150 4.2977 3.9075
C -0.7028 -1.8326 -3.9189
H -0.0393 -2.6637 -3.6673
N 1.4704 -0.7007 -2.1765
H -3.4370 -2.8089 -2.4894
C -3.9720 2.5744 2.6409
H 5.6707 0.6188 1.2947
C 2.2481 -0.0488 -3.0434
O -1.2813 1.1737 -0.2752
O -1.5710 -0.8679 0.3317
N 1.6707 0.6950 0.2079
N 2.9788 -2.5040 -2.0259
H 4.0935 -0.2043 -4.1985
O 1.0697 -2.2376 -0.7158
C 2.8769 1.8692 3.7292
C -2.6938 0.2439 -2.9537
C 4.9053 0.9617 1.9774
H -2.2430 2.8806 1.4065
C 1.8703 -1.8603 -1.6200
H -2.0374 -3.5295 -1.6777
C -1.8944 0.3845 0.4949
C -4.8054 0.3735 2.7971
H -3.1771 0.0047 -3.9049
Os 0.0503 -0.3800 -0.6971
H -1.4264 -2.2117 -4.6468
O -3.3825 4.7791 2.3662
H 6.2504 1.5485 3.5358
C 2.5948 1.3419 2.4846
H 2.0964 2.2217 4.3891
C 3.0190 0.4323 0.3118
C -4.9126 1.7028 3.1569
N -5.8154 -0.5845 3.3043
H 4.4882 2.3368 5.0536
Si -1.6486 -1.2068 -2.4321

Forces on atoms 1 to 6 (eV/Å):
H -0.03 0.01 -0.03
H -0.03 0.00 -0.01
C 0.05 0.01 0.03
H -0.06 0.02 -0.03
O 0.03 0.00 -0.07
H -0.01 -0.01 -0.02